No. 1
DFT (ωB97M-V/def2-TZVPD) results for a cluster of 7 separate species, C6H27NO7 in total at a distorted geometry.

Orbital gap = 9.4245 eV
Structure (SMILES) = COC[C@H](C)N.CCO.O.O.O.O.O
Energy relative to the best compared isomer or geometry (same formula, charge and spin) = 59.3 kcal/mol
LUMO energy = 0.01 eV
Strongest force on any atom = 2.0 eV/Å

CARTESIAN COORDINATES (ANGSTROEM)
C -3.5129 1.3292 -3.1820
O -3.2629 2.3463 -2.1928
C -1.8672 2.4026 -1.8182
C -1.6943 3.4310 -0.6667
C -1.8752 4.8961 -1.1658
N -0.3811 3.2981 0.0089
H -3.1542 0.3887 -2.7638
H -3.1932 1.6000 -4.1883
H -4.6009 1.3588 -3.2412
H -1.5287 1.4027 -1.5467
H -1.3110 2.6578 -2.7202
H -2.4239 3.1392 0.0887
H -1.9961 5.4447 -0.2318
H -2.7407 5.1041 -1.7949
H -1.0232 5.3457 -1.6759
H 0.4301 3.5483 -0.5383
H -0.2514 3.8087 0.8706
C 0.2884 -5.7610 -1.7187
C 1.5615 -4.9134 -1.4381
O 2.2387 -4.7223 -2.6531
H -0.3629 -5.1700 -2.3628
H -0.1997 -6.0177 -0.7785
H 0.5193 -6.7094 -2.2036
H 2.2291 -5.3053 -0.6708
H 1.2501 -3.8981 -1.1926
H 3.0682 -4.3112 -2.3989
O 3.6372 1.9368 3.6697
H 4.4724 2.3776 3.8260
H 3.8144 1.3368 2.9453
O 1.2080 -0.4682 6.1533
H 1.8222 -0.1831 5.4767
H 1.7179 -1.0602 6.7062
O 4.1545 -0.7676 0.9755
H 4.7426 -0.3649 0.3367
H 4.6296 -1.5380 1.2868
O -2.7681 -2.3627 1.8669
H -2.6932 -2.5686 2.7987
H -2.2168 -1.5895 1.7469
O 0.1800 -0.1083 1.5403
H -0.0335 0.8193 1.4396
H 1.1268 -0.1525 1.4068

=====

No. 2
DFT (ωB97M-V/def2-TZVPD) results for a cluster of 3 separate species, C36H29N5O4 in total at a distorted geometry.

Orbital gap = 6.3795 eV
Structure (SMILES) = C=C[C@@H](C#N)[C@H](C#N)CC(N)(N)N.O=C1c2ccccc2C(=O)c2ccccc21.O=C1c2ccccc2C(=O)c2ccccc21
Energy relative to the best compared isomer or geometry (same formula, charge and spin) = 73.1 kcal/mol
LUMO energy = -1.80 eV
Strongest force on any atom = 6.7 eV/Å

CARTESIAN COORDINATES (ANGSTROEM)
C -2.9131 -5.8561 1.5635
C -3.8229 -5.1042 0.7049
C -4.2644 -3.5824 1.0803
C -4.2950 -2.6797 -0.2682
N -4.1358 -1.7619 -1.0505
C -5.7331 -3.5667 1.8110
C -5.6429 -4.6392 2.9911
N -5.6730 -5.2485 4.0369
C -6.8077 -3.9122 0.6600
C -8.0883 -4.7643 1.1476
N -9.1254 -4.6311 0.0376
N -7.7992 -6.2503 1.2158
N -8.7517 -4.2593 2.3827
H -1.7684 -5.8579 1.4529
H -3.3582 -6.4606 2.4515
H -4.2709 -5.6097 -0.2302
H -3.4865 -3.1979 1.8433
H -5.8857 -2.4948 2.1882
H -6.3431 -4.5044 -0.2251
H -7.2059 -2.9013 0.2479
H -9.6918 -3.7896 0.2381
H -8.6112 -4.4006 -0.8431
H -6.8561 -6.4443 0.8134
H -8.4406 -6.7094 0.5314
H -8.3367 -3.3821 2.7304
H -8.5892 -4.9887 3.1051
O 2.1994 2.7075 0.9837
C 1.2795 2.0370 1.4255
C -0.0235 1.9968 0.7257
C -0.1930 2.7151 -0.4595
C -1.4022 2.6508 -1.1443
C -2.4443 1.8693 -0.6499
C -2.2842 1.1666 0.5399
C -1.0754 1.2339 1.2333
C -0.9213 0.4969 2.5070
O -1.8588 -0.1265 2.9788
C 0.3878 0.5210 3.1961
C 0.5571 -0.1996 4.3800
C 1.7936 -0.2100 5.0171
C 2.8643 0.4976 4.4749
C 2.6949 1.2283 3.3029
C 1.4538 1.2458 2.6634
H 0.6173 3.3216 -0.8530
H -1.5309 3.2062 -2.0681
H -3.3832 1.8094 -1.1914
H -3.1021 0.5636 0.9223
H -0.2720 -0.7571 4.8051
H 1.9244 -0.7742 5.9354
H 3.8316 0.4812 4.9675
H 3.5331 1.7801 2.8877
O 7.2570 6.1204 -3.8411
C 6.9024 4.9901 -3.5502
C 5.9233 4.7660 -2.4631
C 5.3870 5.8598 -1.7810
C 4.4365 5.6599 -0.7849
C 4.0172 4.3690 -0.4672
C 4.5626 3.2764 -1.1331
C 5.5216 3.4722 -2.1284
C 6.1089 2.3024 -2.8185
O 5.7985 1.1693 -2.4889
C 7.0728 2.5271 -3.9188
C 7.6067 1.4325 -4.6018
C 8.4876 1.6345 -5.6591
C 8.8378 2.9287 -6.0382
C 8.3186 4.0212 -5.3503
C 7.4384 3.8223 -4.2848
H 5.7053 6.8682 -2.0274
H 4.0172 6.5119 -0.2586
H 3.2666 4.2141 0.3010
H 4.2355 2.2730 -0.8773
H 7.3340 0.4216 -4.3143
H 8.8986 0.7822 -6.1914
H 9.5180 3.0860 -6.8697
H 8.5984 5.0269 -5.6493

=====

No. 3
DFT (ωB97M-V/def2-TZVPD) results for a structure of composition C26H20N3O5Rh.

Orbital gap = 6.7653 eV
Energy relative to the best compared isomer or geometry (same formula, charge and spin) = 0.0 kcal/mol
LUMO energy = -0.48 eV
Strongest force on any atom = 1.0 eV/Å

CARTESIAN COORDINATES (ANGSTROEM)
Rh 0.4678 0.4513 0.1240
O 1.7760 3.5696 2.2529
C 1.6387 2.4312 1.8761
O 0.5210 1.9884 1.3360
C 2.7016 1.3672 2.1276
C 2.0571 0.0395 2.5607
C 3.0894 -0.8796 3.2003
C 3.9321 -1.3046 1.9697
C 3.2322 -0.5669 0.8320
O 1.8387 -0.6213 1.2740
C 3.5238 0.9340 0.8668
C 3.1068 1.5971 -0.4586
O 3.7959 2.4613 -0.9542
O 2.0294 1.1000 -1.0041
H 3.3641 1.7581 2.8968
H 1.1032 0.1334 3.0709
H 3.6694 -0.3569 3.9586
H 2.6063 -1.7370 3.6660
H 4.9783 -1.0127 2.0423
H 3.8862 -2.3813 1.8129
H 3.3081 -1.0268 -0.1486
H 4.5810 1.1458 1.0087
C 1.2429 -3.8439 -1.0524
C 1.0456 -2.4666 -1.2655
N 0.2684 -1.7348 -0.5081
C -0.3762 -2.3217 0.5517
C -0.2394 -3.6901 0.8355
C 0.6041 -4.4479 -0.0086
C -0.9332 -4.2404 1.9437
C -1.7158 -3.4333 2.7179
C -1.8596 -2.0539 2.4503
C -1.2027 -1.4812 1.3839
N -1.2313 -0.1937 0.9314
C -2.2454 0.7233 0.9281
C -3.4710 0.7144 1.5636
C -4.4106 1.7367 1.3050
C -4.1748 2.7490 0.4180
C -2.9480 2.7710 -0.2911
C -2.6088 3.7167 -1.2853
C -1.4185 3.6205 -1.9492
C -0.5231 2.5881 -1.6225
N -0.8255 1.7088 -0.6967
C -2.0063 1.7736 -0.0185
H 1.8924 -4.3976 -1.7155
H 1.5424 -1.9557 -2.0826
H 0.7355 -5.5054 0.1872
H -0.8241 -5.2943 2.1648
H -2.2373 -3.8512 3.5697
H -2.4535 -1.4425 3.1130
H -3.7327 -0.0737 2.2522
H -5.3539 1.7070 1.8358
H -4.9101 3.5214 0.2369
H -3.3062 4.5130 -1.5150
H -1.1380 4.3320 -2.7121
H 0.4576 2.4878 -2.0709

=====

No. 4
DFT (ωB97M-V/def2-TZVPD) results for a structure of composition C20H14Cl2F3IrN5O2S3 at a distorted geometry.

Orbital gap (spin up / spin down) = 6.0234 / 6.4099 eV
Energy relative to the best compared isomer or geometry (same formula, charge and spin) = 73.2 kcal/mol
LUMO energy (spin up / spin down) = -1.89 / -1.89 eV
Multiplicity = 2
Strongest force on any atom = 2.0 eV/Å

CARTESIAN COORDINATES (ANGSTROEM)
Ir 0.2274 1.2750 -1.5746
S -0.5339 -0.4130 -5.2039
C 0.8673 -0.0404 -4.3796
S 1.7609 -1.4595 -4.3223
S 1.3119 1.4979 -3.7438
Cl -4.2400 7.0479 -0.6291
C -2.9833 5.8575 -0.7618
C -1.7833 6.0402 -0.0602
C -0.7791 5.1161 -0.1825
Cl 0.6944 5.3046 0.6963
C -0.9006 3.9952 -1.0391
O 0.1218 3.2593 -1.2992
C -2.1567 3.7806 -1.6336
C -2.4129 2.5740 -2.3329
O -1.7183 1.5522 -2.4023
C -3.1741 4.7456 -1.5250
H -1.6433 6.9032 0.5759
H -3.3700 2.5285 -2.8651
H -4.1142 4.5983 -2.0437
F -1.4603 1.9819 0.6910
C -0.6044 1.0027 0.3000
F 0.3541 0.9469 1.2697
F -1.3061 -0.1571 0.4289
C -0.4119 -2.3101 -1.3013
C 0.9145 -1.7314 -0.9786
N 1.2928 -0.4880 -1.2047
C 2.6292 -0.3700 -0.8630
C 3.0531 -1.5666 -0.4069
N 1.9675 -2.4215 -0.4899
C 1.9277 -3.7795 0.0263
N 1.0161 -3.9035 1.1272
N -0.0550 -4.7372 1.0330
N -0.7591 -4.6346 2.0891
C -0.1743 -3.7005 2.9260
C -0.5614 -3.2303 4.1828
C 0.2347 -2.2736 4.7679
C 1.3873 -1.7793 4.1261
C 1.7827 -2.2343 2.8883
C 0.9763 -3.2156 2.3060
H -1.0476 -1.5324 -1.7164
H -0.9019 -2.7234 -0.4196
H -0.3001 -3.1086 -2.0377
H 3.1747 0.5514 -0.9771
H 4.0183 -1.8909 -0.0570
H 2.9384 -4.0385 0.3331
H 1.5895 -4.4777 -0.7359
H -1.4572 -3.6061 4.6592
H -0.0281 -1.8828 5.7423
H 1.9734 -1.0140 4.6183
H 2.6630 -1.8386 2.3994

=====

No. 5
DFT (ωB97M-V/def2-TZVPD) results for a structure of composition C21H44O3OsP2 at a distorted geometry.

Orbital gap (spin up / spin down) = 5.7509 / 4.6300 eV
Energy relative to the best compared isomer or geometry (same formula, charge and spin) = 51.9 kcal/mol
Net charge = +4
LUMO energy (spin up / spin down) = -13.18 / -18.13 eV
Multiplicity = 5
Strongest force on any atom = 7.0 eV/Å

CARTESIAN COORDINATES (ANGSTROEM)
Os -0.1547 -0.0650 0.3387
C 0.6824 -1.4080 -0.8477
O 1.1275 -2.3228 -1.4271
C -0.5176 1.8181 0.5651
O -0.8287 2.9164 0.8258
P -2.1542 -0.1313 -1.3387
C -3.7352 -0.8826 -0.6666
H -4.4680 -0.8100 -1.4849
C -2.6935 1.5464 -1.9959
H -2.5008 2.2075 -1.1315
C -1.8552 -1.2147 -2.8304
H -1.6229 -2.1848 -2.3562
C 3.4851 -0.6374 0.2048
P 2.1211 0.0885 1.2807
H 3.4105 -0.4044 3.2410
H 3.1694 -1.6866 0.0778
C 2.8477 1.7821 1.5796
H 3.9356 1.6039 1.6227
C -1.8507 2.0609 -3.1725
H -2.1866 1.6253 -4.1273
H -0.7757 1.8820 -3.0426
H -2.0012 3.1499 -3.2421
C -4.1902 1.6138 -2.3452
H -4.3627 2.4912 -2.9834
H -4.8159 1.7216 -1.4520
H -4.5293 0.7298 -2.9040
C -3.1001 -1.3944 -3.7042
H -3.9879 -1.7186 -3.1490
H -2.8885 -2.1783 -4.4460
H -3.3376 -0.4756 -4.2577
C -0.6483 -0.8129 -3.6952
H -0.2502 -1.7287 -4.1584
H 0.1636 -0.3535 -3.1193
H -0.9444 -0.1313 -4.5049
C -3.5943 -2.3739 -0.3056
H -3.9234 -3.0149 -1.1346
H -4.2199 -2.6034 0.5674
H -2.5619 -2.6479 -0.0561
C -4.2734 -0.0554 0.5059
H -3.7197 -0.2655 1.4251
H -5.3268 -0.3298 0.6661
H -4.2279 1.0232 0.3174
C 4.8576 -0.6114 0.8955
H 4.8203 -0.7601 1.9794
H 5.3803 0.3323 0.6920
H 5.4723 -1.4238 0.4821
C 3.5888 0.0013 -1.1909
H 3.9881 1.0246 -1.1310
C 1.4303 -0.5694 3.9929
H 2.6280 0.0086 -1.7242
H 4.2964 -0.6022 -1.7843
C 2.6344 -2.3421 2.6452
H 0.6313 -1.3199 3.9648
H 1.9383 -0.6571 4.9651
H 0.9760 0.4259 3.9441
C 2.4597 -0.8304 2.8798
H 2.3087 -2.8899 3.5391
H 3.6807 -2.5969 2.4444
H 2.0307 -2.7169 1.8081
C 2.3938 2.3681 2.9175
H 1.3138 2.5782 2.9029
H 2.9226 3.3192 3.0739
H 2.6227 1.7095 3.7643
C 2.5684 2.7608 0.4377
H 2.7821 2.3449 -0.5515
H 3.1952 3.6501 0.5924
H 1.5243 3.0836 0.4549
H 0.5901 -1.2995 1.2289
H -1.2999 -1.2949 -0.0811
O -1.7659 -0.3383 2.9386
C -1.1746 -0.2432 1.9348

=====

No. 6
DFT (ωB97M-V/def2-TZVPD) results for a structure of composition C19H28Cl5O3PPd.

Orbital gap = 9.1069 eV
Energy relative to the best compared isomer or geometry (same formula, charge and spin) = 0.1 kcal/mol
LUMO energy = 0.05 eV
Strongest force on any atom = 0.5 eV/Å

CARTESIAN COORDINATES (ANGSTROEM)
Pd -0.6761 -0.3104 -0.2870
Cl -0.9182 0.1223 2.9203
C 0.6988 -0.0996 2.3251
C 0.8810 -0.2531 0.9545
C 2.1857 -0.4677 0.5248
Cl 2.4746 -0.7079 -1.1749
C 3.2739 -0.4710 1.3956
Cl 4.8748 -0.6937 0.8066
C 3.0555 -0.2854 2.7590
Cl 4.3810 -0.2780 3.8537
C 1.7555 -0.1110 3.2314
Cl 1.4756 0.0993 4.9146
C -0.4898 -3.1726 -2.3501
C -1.6098 -2.9316 -1.3495
C -2.3757 -4.1954 -1.0287
O -1.0325 -2.4170 -0.1054
C -2.5354 -1.8287 -1.9139
O -3.4543 -2.1666 -2.6346
O -2.2132 -0.6087 -1.6345
H 0.2038 -3.9305 -1.9757
H 0.0647 -2.2519 -2.5365
H -0.9115 -3.5273 -3.2903
H -1.6961 -4.9744 -0.6736
H -2.8829 -4.5460 -1.9245
H -3.1280 -3.9996 -0.2660
H -0.3080 -2.9890 0.1738
C 1.4496 3.8571 -1.5174
C 1.1831 2.6457 -0.6194
C 1.5000 2.9901 0.8400
P -0.4800 1.8702 -0.8141
C -1.6920 2.8190 0.2009
C -1.6665 4.3463 0.1061
C -3.1040 2.2820 -0.0492
C -0.9766 1.9090 -2.5852
C -1.3831 3.2381 -3.2194
C 0.0786 1.1752 -3.4197
H 2.4367 4.2584 -1.2778
H 0.7238 4.6547 -1.3626
H 1.4496 3.5971 -2.5737
H 1.8626 1.8455 -0.9296
H 0.9970 3.9056 1.1511
H 2.5739 3.1584 0.9396
H 1.2222 2.2016 1.5351
H -1.4038 2.5403 1.2193
H -1.9632 4.7046 -0.8782
H -0.6936 4.7718 0.3407
H -2.3810 4.7502 0.8265
H -3.4538 2.5410 -1.0503
H -3.7926 2.7303 0.6692
H -3.1588 1.1986 0.0456
H -1.8591 1.2638 -2.5628
H -0.5595 3.9458 -3.2962
H -2.2004 3.7180 -2.6855
H -1.7380 3.0357 -4.2321
H 1.0319 1.7070 -3.4472
H -0.2763 1.0771 -4.4470
H 0.2609 0.1732 -3.0287